Density functional theory data (ωB97M-V with the def2-TZVPD basis set) for a gas-phase ion, C19H20NO7S2 (charge -1) at a distorted geometry.

For the HOMO energy, the calculation gives -5.036 eV. As for the charge: -1. Its SMILES is C=C(S(=O)(=O)c1ccccc1)S(=O)([O-])(c1ccccc1)N(C(C)=O)C(=O)OCC. The calculation puts the relative energy (zero: lowest compared OMol25 entry of this formula, charge and spin) at 0.0 kJ/mol. The calculation puts the LUMO energy at 3.0 eV.

The geometry in XYZ format:
```
49
Properties=species:S:1:pos:R:3:forces:R:3
C 4.079439 -4.302610 1.754291 0.092 -0.224 0.004
C 3.324171 -3.407278 0.798251 -0.096 0.129 -0.444
O 2.338938 -2.614861 1.418776 0.065 -0.600 -0.611
C 1.351669 -2.060019 0.590638 -0.755 0.965 -0.139
N 0.627655 -1.180000 1.346544 1.829 -1.324 -1.391
C 1.500062 -0.577970 2.284742 0.376 0.043 0.813
C 1.421409 -1.265988 3.628515 0.514 0.511 0.521
O 2.251269 0.349479 2.049824 -0.509 -0.669 0.223
O 1.214430 -2.350257 -0.600942 0.339 -0.079 1.573
H 4.743849 -4.874434 1.101622 0.151 -0.138 0.189
H 4.707276 -3.765037 2.469663 -0.194 0.082 -0.037
H 3.456802 -5.027298 2.296411 -0.038 0.319 -0.157
H 4.033532 -2.731946 0.308184 0.044 -0.116 -0.148
H 2.835462 -4.010291 0.035302 0.096 -0.058 -0.183
H 1.808853 -2.281404 3.488552 -0.415 0.247 0.199
H 2.043861 -0.747254 4.362313 -0.011 0.010 -0.027
H 0.391835 -1.260556 3.975585 -0.125 -0.186 -0.050
C 0.290861 2.027130 -4.058347 -0.145 -0.109 0.138
C 0.996019 0.966400 -3.501862 0.097 -0.025 -0.060
C 0.332885 -0.032610 -2.808378 0.034 -0.345 -0.081
C -1.049357 0.025174 -2.705619 -0.114 -0.282 0.307
S -1.892771 -1.241579 -1.744086 0.385 -0.026 -0.055
C -1.548742 -0.925424 0.019677 -0.716 0.260 1.196
C -2.132326 -1.664659 0.978158 -0.679 0.295 -1.639
S -0.573271 0.454424 0.660409 -0.071 1.068 0.086
C -1.583913 2.010599 0.432105 0.209 -0.412 -0.133
C -0.928734 3.050104 -0.220614 -0.465 0.164 -0.156
C -1.426900 4.350814 -0.119003 -0.064 -0.229 0.196
C -2.517336 4.612312 0.707608 -0.119 -0.045 0.000
C -3.160234 3.572242 1.390476 0.301 -0.507 -0.109
C -2.692591 2.260602 1.246513 -0.120 0.337 -0.405
O -0.670886 0.595802 2.107794 -0.402 0.010 0.457
O 0.528154 0.797544 -0.199226 0.337 0.129 -0.412
O -3.309005 -1.022538 -1.931587 0.064 -0.084 0.081
O -1.312924 -2.522272 -2.064047 -0.447 0.465 0.058
C -1.785153 1.029328 -3.325934 -0.081 0.022 0.414
C -1.100637 2.050600 -3.972000 0.085 0.042 -0.152
H 0.827408 2.836755 -4.547720 -0.130 -0.124 0.021
H 2.075056 0.903974 -3.585789 -0.058 0.130 0.011
H 0.876024 -0.860311 -2.356947 -0.117 0.177 0.092
H -2.037879 -1.456197 2.037115 0.363 0.091 -0.204
H -2.847834 -2.429565 0.675049 0.279 -0.076 0.089
H -0.018510 2.854624 -0.781038 -0.265 -0.077 0.087
H -0.918144 5.141600 -0.668422 -0.174 -0.013 0.225
H -2.870742 5.630657 0.842598 0.034 -0.071 -0.069
H -3.991121 3.766945 2.072973 0.212 0.047 -0.302
H -3.159047 1.428302 1.773947 0.123 0.285 -0.039
H -2.872012 1.021142 -3.261475 0.268 0.040 0.064
H -1.656848 2.875803 -4.400598 0.011 -0.051 -0.042
```
Positions in Å, forces in eV/Å.

Atom charges from the natural (NBO) analysis, given in e for atoms 1 to 4: -0.62 -0.06 -0.57 0.90